The following is a DFT calculation (the ωB97M-V functional and the def2-TZVPD basis) of a structure of composition C28H29Cl2N7O3Sn.

molecular weight = 701.203 g/mol
LUMO level = -8.10 eV
total energy = -2827.60440 Eh
E_HOMO = -13.8 eV
HOMO-LUMO gap = 5.70 eV
energy relative to the best compared isomer or geometry (same formula, charge and spin) = 8.1 kJ/mol

Geometry as ORCA input:
```
! RIJCOSX wB97M-V def2-TZVPD def2/J DEFGRID3
* xyz 2 1
Sn -1.13 0.39 -0.07
Cl 1.16 5.03 -5.33
C 0.63 3.65 -4.50
C 0.04 3.76 -3.29
C -0.45 2.61 -2.60
N -1.18 2.61 -1.52
C -1.93 3.74 -1.14
O -2.12 4.69 -1.86
C -2.61 3.63 0.19
C -3.33 4.73 0.64
C -3.99 4.64 1.85
C -3.91 3.45 2.56
C -3.18 2.40 2.03
N -2.54 2.48 0.86
C -0.25 1.27 -3.24
C 0.43 1.21 -4.49
C 0.85 2.33 -5.12
Cl 1.67 2.23 -6.59
N -0.79 0.25 -2.65
C -1.30 -0.83 -3.38
O -1.62 -0.76 -4.54
C -1.50 -2.06 -2.56
C -1.94 -3.22 -3.19
C -2.11 -4.37 -2.43
C -1.82 -4.31 -1.08
C -1.39 -3.10 -0.54
N -1.24 -1.99 -1.25
H -0.10 4.74 -2.85
H -3.36 5.62 0.03
H -4.55 5.48 2.23
H -4.41 3.35 3.52
H -3.12 1.45 2.55
H 0.59 0.24 -4.95
H -2.14 -3.19 -4.25
H -2.47 -5.28 -2.89
H -1.92 -5.18 -0.45
H -1.16 -3.02 0.52
C 2.82 2.21 1.74
C 1.38 1.90 1.99
C 0.90 1.92 3.40
O 0.64 1.62 1.06
H 3.22 2.90 2.49
H 2.97 2.60 0.74
H 3.38 1.27 1.83
H 1.70 1.68 4.10
H 0.06 1.24 3.53
H 0.55 2.93 3.61
C 3.92 -2.89 0.49
C 3.14 -2.23 -0.64
N 1.99 -1.55 -0.07
C 1.30 -1.95 1.04
N 0.19 -1.31 1.33
C -0.51 -1.66 2.56
C 0.41 -2.25 3.61
C 1.13 -3.42 2.96
N 1.82 -2.96 1.77
C 2.96 -3.75 1.29
H 4.35 -2.12 1.13
H 4.72 -3.50 0.09
H 2.83 -2.98 -1.37
H 3.76 -1.50 -1.16
H 1.52 -0.85 -0.61
H -1.32 -2.37 2.35
H -0.99 -0.75 2.94
H -0.14 -2.58 4.49
H 1.15 -1.50 3.92
H 0.41 -4.21 2.71
H 1.86 -3.86 3.64
H 2.61 -4.58 0.68
H 3.47 -4.17 2.16
*
```